Here is C15H20N2O4S in the gas phase from the Open Molecules 2025 dataset. Energies are from ωB97M-V with the def2-TZVPD basis set.

```
! RIJCOSX wB97M-V def2-TZVPD def2/J DEFGRID3
* xyz 0 1
O -0.87999 -0.74301 -1.35866
C -0.84782 0.14892 -0.52881
C -1.75892 0.12787 0.71527
C -2.75910 -1.02382 0.62357
C -3.90473 -0.36548 -0.14038
C -3.87457 1.05811 0.41239
O -2.53187 1.31960 0.80643
N -0.02414 1.20707 -0.65746
C 0.88668 1.25502 -1.78956
C 2.25146 1.81742 -1.34617
N 2.50286 1.59090 0.05120
S 3.26560 0.17478 0.48928
O 3.55693 0.29958 1.88706
O 4.33915 -0.00191 -0.44302
C 2.10883 -1.18116 0.28333
C 1.29852 -1.54394 1.34053
C 0.42148 -2.60476 1.18622
C 0.36832 -3.28634 -0.01874
C 1.19546 -2.92153 -1.06829
C 2.07520 -1.86349 -0.91636
C 1.53099 2.15539 0.96020
C 0.15676 2.28801 0.28059
H -1.12383 0.06120 1.60738
H -2.33137 -1.86983 0.09265
H -3.07773 -1.32818 1.62057
H -4.86410 -0.85038 0.02193
H -3.67650 -0.36516 -1.20605
H -4.17380 1.81007 -0.32261
H -4.51587 1.15488 1.29796
H 0.97193 0.23624 -2.17304
H 0.46013 1.88559 -2.57931
H 2.29900 2.89622 -1.52863
H 3.06608 1.33981 -1.88996
H 1.38593 -1.01165 2.27500
H -0.21668 -2.89996 2.00564
H -0.31842 -4.11059 -0.13931
H 1.15287 -3.45799 -2.00317
H 2.75058 -1.56776 -1.70395
H 1.87563 3.14197 1.29362
H 1.49046 1.50242 1.83234
H -0.64523 2.29951 1.01352
H 0.11380 3.22631 -0.28321
*
```

Values from the calculation:
HOMO energy   -9.1 eV
E_LUMO   0.0242 Ha
E   -37884.66464 eV
Orbital gap   9.74 eV
ΔE to the lowest compared entry with this formula, charge and spin   55.96 kcal/mol
Structure (SMILES)   O=C([C@@H]1CCCO1)N1CCN(S(=O)(=O)c2ccccc2)CC1

Here are the Löwdin charges for atoms 1 to 4, given in e: 0.0653 -0.3890 -0.2389 -0.1209